{"formula": "C52H137BrMnN7O24S", "method": "ωB97M-V with the def2-TZVPD basis set", "charge": -1, "gap_ev": [7.388, 8.283], "total_energy_ha": -8375.4288, "multiplicity": 6, "elements": ["Br", "Mn", "S", "O", "O", "O", "O", "O", "O", "O", "O", "O", "O", "O", "O", "O", "O", "O", "O", "O", "O", "O", "O", "O", "O", "O", "O", "N", "N", "N", "N", "N", "N", "N", "C", "C", "C", "C", "C", "C", "C", "C", "C", "C", "C", "C", "C", "C", "C", "C", "C", "C", "C", "C", "C", "C", "C", "C", "C", "C", "C", "C", "C", "C", "C", "C", "C", "C", "C", "C", "C", "C", "C", "C", "C", "C", "C", "C", "C", "C", "C", "C", "C", "C", "C", "C", "H", "H", "H", "H", "H", "H", "H", "H", "H", "H", "H", "H", "H", "H", "H", "H", "H", "H", "H", "H", "H", "H", "H", "H", "H", "H", "H", "H", "H", "H", "H", "H", "H", "H", "H", "H", "H", "H", "H", "H", "H", "H", "H", "H", "H", "H", "H", "H", "H", "H", "H", "H", "H", "H", "H", "H", "H", "H", "H", "H", "H", "H", "H", "H", "H", "H", "H", "H", "H", "H", "H", "H", "H", "H", "H", "H", "H", "H", "H", "H", "H", "H", "H", "H", "H", "H", "H", "H", "H", "H", "H", "H", "H", "H", "H", "H", "H", "H", "H", "H", "H", "H", "H", "H", "H", "H", "H", "H", "H", "H", "H", "H", "H", "H", "H", "H", "H", "H", "H", "H", "H", "H", "H", "H", "H", "H", "H", "H", "H", "H", "H", "H", "H", "H", "H", "H", "H"], "positions_angstrom": [[10.87572, 11.45178, -4.86206], [12.06329, 9.40340, -5.74014], [11.59564, 8.16089, -8.13806], [10.85552, 9.10376, -7.31479], [11.88488, 0.64797, -10.52347], [13.81600, 10.60594, -6.31095], [15.27372, 7.67936, -6.50519], [10.86842, 6.89277, -8.18787], [11.03587, 9.76270, -13.76699], [16.86188, 11.39012, -11.25776], [10.03760, 6.20052, -2.02815], [13.08007, 9.16617, -3.90580], [17.83126, 8.97766, -5.52275], [5.52401, 10.46241, -5.42633], [10.88690, -1.03317, -15.79775], [3.74364, 11.50864, -9.05523], [12.50697, 4.82313, -7.99506], [9.45626, 5.87042, -6.26662], [4.37350, 1.78444, -11.40681], [9.33523, 5.74860, -9.88934], [10.51640, 9.81128, -11.17110], [12.73774, 8.13628, -7.20713], [11.19577, 13.50092, -9.06781], [12.73511, 4.88656, -13.06236], [11.84186, 8.73601, -9.43650], [8.38096, 1.36865, -13.16615], [4.76644, 6.48357, -9.32775], [13.75088, 10.82494, -9.23893], [9.30480, 1.37163, -10.44633], [10.95046, 7.74950, -4.70964], [11.84564, 2.46857, -14.95255], [6.63253, 11.40281, -7.98836], [18.94618, 8.46114, -6.15682], [3.41974, 4.59327, -11.60359], [18.32168, 9.42048, -8.38776], [20.96457, 7.08242, -5.84857], [11.74661, 12.23536, -8.73940], [13.19162, 4.86776, -9.30014], [11.77396, 0.09911, -15.78623], [9.94424, 13.70740, -8.40968], [12.94976, 7.86591, -3.30485], [3.40005, 2.29261, -10.48142], [15.72286, 6.41101, -6.99484], [19.85799, 7.83367, -5.12578], [5.19862, 9.75480, -4.23884], [6.29120, 9.63486, -6.29351], [9.22551, 10.27474, -10.73725], [7.29277, 10.46438, -7.14103], [12.09601, 6.95773, -4.19965], [8.27452, 2.30925, -10.90439], [12.10977, 4.82946, -14.35087], [4.10680, 6.80741, -10.61089], [19.13760, 6.70917, -4.29871], [13.72106, 10.09743, -2.96097], [13.84380, 5.74985, -13.03890], [7.51499, 1.58940, -12.07271], [9.23718, 6.98935, -2.96386], [20.07648, 10.55897, -7.00981], [9.83608, 4.78854, -2.06826], [19.49129, 9.16677, -7.35788], [15.91360, 11.66724, -10.24101], [7.58893, 0.67896, -14.13809], [18.00293, 12.27800, -11.26699], [11.76398, 10.96371, -13.98345], [13.02230, 12.02605, -9.54926], [4.28455, 5.76734, -11.78291], [11.05417, 1.23858, -15.01804], [5.95688, 10.72844, -9.13586], [20.64660, 8.31263, -8.03270], [11.13566, 3.63020, -14.46390], [9.68103, 4.43632, -6.19179], [10.21209, 2.03885, -9.49645], [12.87459, -0.32842, -10.30153], [9.89131, 6.25234, -11.08414], [14.79916, 10.60397, -10.29913], [15.05803, 11.05051, -5.98384], [9.98357, -1.01819, -16.88969], [20.45827, 8.90417, -4.17666], [3.68070, 3.82823, -10.34928], [11.33209, 1.00555, -9.27452], [4.91973, 11.65748, -9.74600], [21.64806, 7.87178, -6.91359], [6.12603, 6.23854, -9.28089], [9.95393, 8.16391, -3.73164], [2.62254, 12.09892, -9.69533], [4.17915, 0.36987, -11.45278], [11.96774, 5.61737, -7.99845], [8.18898, 0.41985, -15.01039], [14.38812, 7.88756, -6.81174], [6.63867, 7.06704, -9.76965], [6.49818, 5.34677, -9.78522], [16.36204, 11.52064, -9.25840], [17.75691, 13.31945, -11.47425], [13.63188, 12.92594, -9.46719], [9.87715, 5.50004, -11.87278], [19.34332, 11.16415, -6.47659], [8.70906, 6.34898, -3.67034], [4.56049, -0.06939, -10.53097], [15.72926, 10.72181, -6.77726], [9.66354, 3.93664, -7.16036], [15.35078, 10.67721, -5.00249], [7.27512, -0.25941, -13.68084], [12.56934, 7.91690, -2.28467], [12.89637, 4.79889, -15.10481], [18.47140, 12.34900, -10.28536], [6.67415, 2.19884, -12.40387], [21.72439, 6.81524, -5.11414], [5.04060, 10.45101, -3.41518], [8.65911, 3.25060, -11.29688], [10.09307, 4.33635, -3.02616], [12.68088, -0.12786, -15.22579], [9.48860, -0.05484, -17.01238], [9.55166, 14.72317, -8.45647], [12.47610, -1.30596, -10.03001], [10.85080, 0.83225, -14.02727], [21.44719, 9.22920, -4.49991], [4.60289, 7.72928, -10.91446], [9.20747, 13.02316, -8.83051], [20.24249, 7.50116, -8.63793], [3.11919, 7.21270, -10.39072], [20.49537, 6.26595, -6.39751], [12.45698, 11.11435, -13.15571], [5.45318, 9.80994, -8.83461], [2.45237, 2.17752, -11.00750], [4.77003, 11.33619, -10.77675], [5.95993, 9.03344, -3.94197], [7.96915, 11.07940, -6.54743], [15.11373, 12.13904, -5.97417], [18.21599, 6.98027, -3.78371], [4.78605, -0.04419, -12.25797], [5.21270, 12.70737, -9.74345], [10.64978, 4.32892, -5.70386], [18.80012, 9.68569, -9.33056], [9.98833, 13.36514, -7.37574], [6.66775, 1.15979, -14.46722], [13.13746, 10.05896, -9.47787], [6.93183, 8.89946, -5.80680], [15.57516, 12.70328, -10.22793], [12.77407, 6.61563, -4.98150], [5.63954, 9.04230, -6.93563], [3.97957, 6.22261, -12.72516], [13.81322, 10.76314, -7.25798], [5.82924, 11.70535, -7.45611], [11.97885, 0.38965, -16.81662], [9.00177, 9.68084, -9.85107], [3.50816, 4.00340, -12.41866], [9.25589, 11.34268, -10.52115], [10.38774, 3.85106, -15.22543], [10.97811, 0.08536, -8.80970], [12.13209, 12.26376, -7.72023], [15.75515, 6.52178, -8.07871], [19.73854, 9.72261, -4.19193], [10.71023, 3.37407, -13.49359], [5.33921, 5.53656, -11.93302], [9.75876, 2.14701, -8.51112], [13.12975, 10.33502, -2.07667], [9.80898, 6.18797, -7.10110], [12.31630, 10.82475, -14.91283], [2.48079, 11.51737, -10.60627], [10.98959, 9.65814, -12.81383], [18.72393, 12.00365, -12.03705], [16.66764, 6.01128, -6.62645], [9.18418, 8.67299, -4.31166], [10.94577, 9.37294, -10.43279], [18.70825, 5.92143, -4.91776], [11.03335, 11.77063, -14.03966], [10.53091, 4.31212, -1.37664], [10.46130, 7.14084, -5.35024], [11.97973, 5.96641, -3.76162], [14.86937, 5.75625, -6.81891], [9.21285, -1.76436, -16.69654], [10.94909, 6.51508, -11.07143], [13.63521, -0.08931, -9.55829], [10.63780, 2.94463, -9.92823], [6.40661, 6.00623, -8.25356], [4.25972, 9.20202, -4.27047], [12.09579, 1.42151, -8.61737], [22.34753, 7.21519, -7.43101], [11.12117, 11.35463, -8.88512], [20.53079, 8.64991, -3.11922], [2.81124, 13.14509, -9.93622], [3.06270, 4.25098, -9.55716], [13.82604, 11.05906, -3.46330], [14.62947, 5.44846, -13.73172], [8.83076, 3.95728, -5.70634], [13.94563, 7.44787, -3.15792], [11.61943, 5.78522, -14.53582], [12.58696, 2.35454, -14.27613], [12.72063, 12.01792, -10.59665], [7.60785, 2.63837, -10.10732], [8.81239, 4.49234, -1.83926], [21.19096, 8.88402, -8.78457], [14.31695, 10.46006, -11.26601], [9.32114, 7.13035, -11.38760], [10.10995, 1.54136, -15.47068], [17.62324, 10.19414, -8.06879], [10.37178, 8.95946, -3.11471], [10.39782, -1.26651, -17.86685], [3.32719, 1.91768, -9.46054], [8.53354, 10.02000, -11.53998], [20.30314, 11.21102, -7.85335], [8.46487, 7.49497, -2.38421], [13.70329, 3.93505, -9.53752], [12.46661, 5.06990, -10.08856], [20.95792, 10.49575, -6.37171], [17.08133, 8.57034, -5.96240], [3.13853, 0.08780, -11.61293], [17.68682, 8.54813, -8.54292], [14.40221, 5.70280, -12.10399], [4.74035, 3.82969, -10.09385], [7.99105, 9.75564, -7.58622], [9.88802, 6.13594, -9.20670], [13.44338, -0.49047, -11.21713], [1.72222, 12.10161, -9.08091], [6.63894, 10.40433, -9.92191], [15.33396, 9.66965, -10.12842], [7.16046, 0.67796, -11.59138], [9.83892, 1.10006, -11.25938], [19.88790, 6.16725, -3.72297], [14.70289, 9.66592, -2.76624], [13.49212, 6.75849, -13.25586], [22.13620, 8.76881, -6.53258], [13.92888, 5.66997, -9.26857]], "atomic_forces_ev_per_a": [[-0.2629, 0.4010, 0.2428], [-0.3961, 1.3831, 0.9935], [-1.1568, 1.6777, 2.0573], [-4.1771, 1.8576, -0.8906], [0.9019, -0.2273, 0.3254], [-1.5618, -0.3688, -0.0970], [2.4341, 0.2652, 1.2914], [0.8052, -0.3303, -0.5510], [0.4000, -0.1407, -0.8081], [0.8965, 0.7908, -0.3374], [-0.1488, 0.2222, -0.7499], [0.4978, 0.0297, 2.2139], [0.0859, 1.3467, 0.0822], [0.4852, -0.9637, 0.5985], [0.4231, -0.0560, -0.4331], [-2.0621, 0.1218, 1.5528], [1.4028, -1.0662, -1.3721], [-0.8924, -1.4110, 0.4632], [-0.7290, -1.0421, 1.2141], [0.0560, -0.5999, -0.5244], [-0.8919, 1.1170, -0.9244], [3.6485, -2.8181, -1.3012], [-0.3471, 0.0167, -0.0762], [-0.0981, -0.9119, 0.0667], [1.3277, -1.2419, -0.4988], [-1.0171, -0.2727, -0.6263], [-2.7620, -0.4797, -0.6082], [1.4393, -0.4149, -0.6755], [-0.8305, 1.3636, 0.7481], [0.8018, -1.3484, 0.3711], [0.9843, -0.6067, -0.2515], [-1.0370, -0.5225, -2.3149], [1.8059, -2.6763, -0.3634], [0.2323, -0.2500, 0.7011], [0.6961, -0.5514, 0.6983], [-0.2003, 0.5462, -0.3824], [1.6912, 0.0760, 0.3987], [-0.7599, 0.3396, 1.2021], [-1.5398, 0.7713, 0.2486], [-0.1796, -1.3046, 0.1914], [0.1726, -0.5182, 0.3064], [-0.2685, 2.9521, -1.5199], [-2.2491, 0.5590, -1.0405], [-0.6121, -0.1527, 0.1128], [-0.4401, 0.3205, 0.4477], [1.2721, 0.3017, -0.8257], [1.1348, -0.9862, -0.3351], [-0.0252, -0.3309, 1.6065], [1.3120, 0.6722, 0.1268], [-0.1916, -0.7179, -1.7203], [-0.0707, 0.1979, 0.4425], [2.4705, 0.2188, 0.1264], [-0.6138, 0.1292, -1.0198], [-0.1784, -0.1626, -1.4651], [0.1707, 0.0416, -0.1731], [0.4215, 1.5674, 1.9992], [0.3054, 0.6253, 0.4026], [-0.3159, 0.3483, 0.4196], [0.2560, 0.3535, -0.3129], [-0.4376, 0.8818, -0.4935], [-0.1515, -0.5266, 0.2403], [0.7595, -0.8648, 0.2143], [-0.8217, 0.0760, 0.3672], [-0.5398, -0.9142, 0.1183], [-0.9914, 1.3289, -1.2651], [-1.2260, 0.3844, 1.1998], [0.6281, 0.3214, -0.0081], [0.2991, 0.7379, 0.1373], [-0.5570, 0.4543, 1.4614], [0.7169, 0.4523, -0.3173], [-0.2626, 1.0030, -0.3116], [0.8628, -2.4196, -0.6230], [0.6006, -0.4825, -0.9138], [-0.2701, -0.0121, -0.7425], [0.3919, 0.4299, 0.7520], [1.9890, 0.5780, 0.5861], [-0.3336, -0.0577, 0.3078], [-0.7415, 0.2163, -0.0253], [-0.1069, -1.0507, -1.0831], [-0.2987, 0.7738, 0.0884], [0.7693, -0.5864, -0.7032], [-0.5684, 0.3419, -2.0055], [0.7598, -0.2240, -0.7910], [-0.0399, -1.0811, 0.5081], [0.7436, -0.1801, -0.1503], [0.9782, 0.1633, -0.2658], [-0.3380, 0.2189, 0.1202], [0.1500, 0.2372, 0.1146], [-0.5348, -0.2578, -0.5223], [0.6068, 0.2427, 0.4820], [-0.3841, -0.3250, -0.5902], [0.3118, 0.0357, 0.2588], [-0.6393, 0.1341, -0.2533], [0.1636, -0.0506, 0.3807], [-0.4948, -0.1854, -0.0802], [-0.2274, -0.2579, 0.3564], [0.2977, -0.1844, -0.2144], [-0.2039, -0.1678, 0.2066], [0.6222, -0.1747, 0.3409], [0.4867, 0.4303, -0.3058], [0.2407, -0.1026, -0.2471], [-0.1024, -0.3278, -0.0528], [-0.5483, 0.4665, -0.0005], [0.0523, -0.5110, -0.2851], [0.2319, -0.5308, 0.1874], [-0.2101, -0.0286, 0.0870], [-0.2177, -0.6490, 0.0795], [0.3043, 0.3093, -0.1066], [0.4927, 0.2199, -0.1254], [-0.0714, 0.2627, -0.4771], [0.0277, -0.3809, -0.2805], [-0.0596, 0.2298, 0.1464], [0.5809, 0.0531, -0.2777], [-0.4483, -0.0646, 0.1692], [-0.3427, -0.0026, 0.1881], [-0.1074, 0.1903, -0.0771], [0.4480, 0.1543, -0.5141], [-0.3204, 0.0912, -0.3436], [-0.2138, -0.4848, 0.5321], [-0.3156, -1.0777, 0.1453], [0.1807, -0.5889, 0.5214], [0.1406, 0.3443, -0.0569], [-0.3110, -0.1013, 0.0790], [-0.5171, -0.1930, 0.3805], [-0.0449, 0.0778, -0.4857], [0.2819, 0.1318, -0.0776], [-0.1005, -0.2948, 0.7968], [-0.0809, 0.3134, 0.1969], [0.5622, 0.6469, 0.7157], [-0.0414, 0.1592, -0.1302], [0.4366, 0.1529, -0.0528], [-0.1598, -0.7257, 0.1031], [-0.2421, 0.1757, -0.1001], [0.2937, 0.3461, 0.3494], [0.0855, 0.6865, 0.1659], [-0.4593, -0.2694, 0.6861], [-0.1758, -0.0228, 0.7931], [-0.1714, 0.1037, -0.5691], [-0.2727, 0.7658, -1.0012], [-0.2508, 0.0534, -0.1562], [-0.1599, 0.3613, 0.0972], [-0.7528, -0.2814, -1.3744], [-0.0045, 0.6138, 0.4045], [0.3783, 0.0996, 0.0034], [-0.5170, 0.3244, 0.2036], [0.1342, -0.2756, 0.0911], [-0.2247, 0.0023, 0.0224], [-0.3668, 0.2625, 0.3430], [-0.4860, -0.0151, 0.2179], [-0.6974, -0.1393, 0.5949], [0.5454, -0.3565, -0.2667], [0.2994, 0.3482, -0.0210], [-0.5179, 0.5838, 0.1841], [0.3166, -0.1399, 0.4215], [-0.3013, 0.5416, -0.2243], [-0.1723, -0.7037, 0.0669], [0.2003, 0.2365, -0.2803], [0.0371, 0.4028, -0.0452], [-0.4893, 0.2267, -0.3198], [-0.4773, -0.1674, 0.6858], [-0.2115, -0.5292, 0.1679], [-0.1238, 0.6127, 0.4406], [-0.2267, -0.0450, 0.0421], [0.2179, -0.2398, 0.2464], [0.3352, 0.0270, -0.8346], [0.3598, 0.4718, -0.1602], [-0.1439, 0.3197, 0.3531], [-0.1552, -0.1287, -0.5289], [-1.0159, 0.2400, 0.8589], [0.3962, -0.8079, 0.1235], [0.0261, 0.0118, 0.1904], [0.1146, 0.2324, 0.6791], [-0.1784, 0.5387, 0.3584], [-0.0574, 0.3810, 0.4034], [0.0068, 0.8288, 0.1643], [-0.2290, -0.1832, -0.6231], [0.2739, 0.1659, 0.0475], [0.5423, 0.1753, 0.2662], [-0.6177, 0.2633, 0.0922], [0.0460, -0.5742, -0.0679], [0.1734, 0.1791, -0.2240], [0.2563, -0.0321, 0.1210], [-0.0013, -0.2367, -0.2555], [-0.1582, -0.0127, -0.7402], [0.2095, 0.2443, 0.7273], [0.2568, -0.1848, -0.3366], [-0.4639, 0.1100, 0.1347], [0.4201, -0.4030, -0.0462], [-0.0913, -0.0276, -0.4894], [-0.2218, -0.5162, 0.1348], [-0.1443, 0.1102, 0.1879], [-0.1179, 0.5927, 0.1900], [0.0434, 0.5799, -0.3335], [0.1022, 0.1250, -0.3488], [-0.1086, -0.3780, -0.1631], [0.3466, 0.2389, 0.1050], [-0.0146, -0.2807, 0.4377], [0.6391, -0.0615, 0.0071], [0.5787, -0.7533, -0.1486], [-0.2685, 0.2848, 0.1129], [0.2346, -0.4529, -0.4661], [-0.1949, -0.0541, 0.2563], [-0.1763, -0.1291, 0.3847], [0.0114, -0.0080, -0.1026], [0.0078, 0.0006, -0.0942], [-0.6880, -0.2614, -0.1326], [-0.1546, 0.1085, 0.0284], [0.2715, -0.3301, -0.0026], [-0.7557, 0.0507, 0.4856], [0.1515, 0.4962, 0.3132], [-0.2266, 0.0324, -0.8046], [-0.0335, 0.0917, 0.3325], [-0.2087, 0.1593, -0.2543], [0.2783, -0.4772, 0.2390], [0.4793, 0.3383, 0.1668], [-0.2227, -0.2146, 0.3430], [-0.1652, -0.5070, -0.5069], [0.1894, -0.0708, -0.0559], [-0.1557, 0.4127, 0.5651], [0.0103, 0.1823, 0.4386], [0.3537, 0.2952, 0.0527], [0.2814, -0.1523, -0.0378], [0.1158, 0.0695, -0.1791]]}